1.
Below is a structure of composition C31H78F3N5O13STi at a distorted geometry, with properties calculated with the ωB97M-V functional and the def2-TZVPD basis.

```
132
Properties=species:S:1:pos:R:3
Ti 0.269 -0.124 -2.238
C 1.619 -0.098 -5.965
F 0.627 -0.007 -6.786
F 2.691 -0.386 -6.664
F 1.775 1.037 -5.320
S 1.249 -1.372 -4.573
O 2.119 -1.010 -3.447
O -0.151 -1.066 -4.096
O 1.331 -2.654 -5.203
C 1.090 3.958 -2.021
C 1.635 2.679 -2.447
O 0.823 1.622 -2.158
H 0.202 4.230 -2.532
H 1.811 4.696 -1.851
H 0.755 3.946 -1.018
H 2.518 2.513 -1.869
H 1.952 2.716 -3.511
C -5.658 1.592 3.464
O -4.719 2.464 2.818
C -3.436 2.084 3.218
C -2.468 3.221 2.932
N -2.490 3.377 1.454
C -1.721 4.595 1.018
C -2.266 5.945 1.292
O -3.487 6.006 0.605
C -4.332 7.039 1.030
H -6.666 1.961 3.357
H -5.482 1.537 4.567
H -5.616 0.564 3.119
H -3.030 1.082 2.788
H -3.439 2.000 4.343
H -1.470 2.910 3.231
H -2.883 4.049 3.509
H -3.506 3.571 1.212
H -1.699 4.459 -0.040
H -0.686 4.581 1.393
H -1.637 6.773 0.859
H -2.368 6.132 2.382
H -5.160 7.000 0.255
H -3.838 7.972 0.999
H -4.787 6.855 1.965
C -2.365 -4.688 0.728
O -1.097 -4.361 1.242
C -0.234 -5.419 1.534
C 0.867 -4.915 2.418
N 1.731 -4.119 1.610
C 3.011 -3.586 2.063
C 3.476 -2.552 1.007
O 2.607 -1.437 1.034
C 3.161 -0.226 0.473
H -2.908 -5.292 1.429
H -2.327 -5.188 -0.229
H -2.846 -3.719 0.620
H 0.267 -5.787 0.655
H -0.778 -6.210 2.052
H 1.424 -5.770 2.788
H 0.476 -4.337 3.242
H 1.156 -3.297 1.284
H 3.734 -4.419 2.204
H 2.884 -3.015 3.024
H 3.592 -3.056 0.002
H 4.474 -2.196 1.280
H 4.086 0.027 1.052
H 2.383 0.506 0.501
H 3.477 -0.365 -0.549
C -0.404 -1.624 5.250
O -1.708 -1.610 4.800
C -2.071 -2.920 4.444
C -3.303 -3.345 5.198
N -4.457 -2.446 5.140
C -5.502 -2.882 6.067
C -6.624 -1.925 6.140
O -7.558 -2.353 5.166
C -8.743 -1.509 5.234
H 0.254 -2.183 4.580
H -0.238 -2.090 6.259
H 0.021 -0.668 5.305
H -1.275 -3.670 4.621
H -2.282 -2.933 3.378
H -2.997 -3.550 6.262
H -3.614 -4.377 4.840
H -4.175 -1.520 5.330
H -5.065 -2.910 7.080
H -5.860 -3.916 5.886
H -6.271 -0.895 5.952
H -7.151 -1.815 7.098
H -8.511 -0.507 4.833
H -9.153 -1.554 6.262
H -9.509 -1.902 4.560
C 6.214 0.651 -7.219
C 6.046 -0.289 -6.084
C 6.722 -1.602 -6.486
O 8.153 -1.469 -6.473
C 8.686 -2.727 -6.324
N 6.585 0.316 -4.911
H 7.233 0.593 -7.622
H 5.890 1.662 -7.037
H 5.738 0.334 -8.147
H 4.949 -0.490 -5.975
H 6.417 -1.967 -7.444
H 6.356 -2.367 -5.812
H 8.270 -3.292 -5.441
H 9.735 -2.690 -6.025
H 8.512 -3.431 -7.213
H 7.577 0.540 -5.001
H 6.425 -0.161 -4.070
C -1.722 -1.258 1.586
C -1.510 -1.088 0.151
C -2.257 0.163 -0.447
O -1.769 0.198 -1.753
C -2.159 1.313 -2.442
N -0.058 -0.957 -0.154
H -1.126 -2.160 1.742
H -2.785 -1.488 1.788
H -1.362 -0.529 2.293
H -2.008 -1.934 -0.455
H -1.994 1.131 0.016
H -3.337 0.059 -0.367
H -3.166 1.567 -2.140
H -2.223 1.169 -3.525
H -1.626 2.237 -2.109
H 0.372 -1.853 -0.055
H 0.268 -0.430 0.662
C 4.546 5.298 -4.064
C 5.463 4.218 -4.506
O 4.916 2.925 -4.309
H 4.129 5.164 -3.078
H 3.661 5.311 -4.705
H 5.043 6.273 -4.124
H 6.392 4.323 -3.941
H 5.633 4.448 -5.563
H 5.649 2.370 -4.443
```

Spin multiplicity = 2
Largest force on an atom = 4.579 eV/A
E_HOMO (spin up / spin down) = -0.388 / -0.388 Eh
Net charge = +1
HOMO-LUMO gap (spin up / spin down) = 7.46 / 7.84 eV

2.
Below is a structure of composition C22H15N3O4SV at a distorted geometry, with properties calculated with the ωB97M-V functional and the def2-TZVPD basis.

```
46
Properties=species:S:1:pos:R:3
V 0.044 0.301 -0.178
O -0.135 -4.446 -1.950
C -1.427 -4.230 -2.106
C -2.304 -5.165 -2.633
C -3.615 -4.807 -2.856
C -4.118 -3.510 -2.555
C -3.293 -2.589 -2.013
C -1.916 -2.922 -1.737
C -1.106 -2.028 -1.110
O -1.420 -0.774 -0.829
N 1.043 -1.066 -0.919
N 1.698 -0.453 0.088
C 2.318 -0.839 1.198
C 2.097 -0.136 2.390
C 2.914 -0.344 3.520
C 2.605 0.269 4.710
C 1.465 1.074 4.801
C 0.623 1.279 3.711
C 0.942 0.693 2.514
O 0.128 0.856 1.433
H 0.124 -5.352 -2.189
H -1.949 -6.155 -2.892
H -4.287 -5.540 -3.287
H -5.156 -3.279 -2.750
H -3.659 -1.609 -1.743
H 2.987 -1.694 1.166
H 3.793 -0.972 3.435
H 3.236 0.122 5.575
H 1.220 1.544 5.745
H -0.275 1.878 3.793
S -1.903 3.790 -1.822
C -1.568 2.178 -1.622
N -0.367 1.913 -1.076
C 0.372 3.092 -0.850
C 1.680 3.174 -0.385
C 2.214 4.435 -0.200
C 1.472 5.587 -0.492
C 0.189 5.508 -0.997
C -0.349 4.238 -1.174
H -2.278 1.406 -1.884
H 2.285 2.287 -0.237
H 3.231 4.538 0.152
H 1.919 6.560 -0.342
H -0.365 6.400 -1.255
O 0.611 -2.958 0.372
C 0.282 -2.255 -0.518
```

Largest force on an atom = 2.003 eV/A
E_HOMO = -0.658 Eh
Net charge = +3
HOMO-LUMO gap = 5.57 eV

3.
Below is a cluster of 2 separate species, C5H13NS in total at a distorted geometry, with properties calculated with the ωB97M-V functional and the def2-TZVPD basis.

```
20
Properties=species:S:1:pos:R:3
C -0.861 -0.569 0.742
C -0.471 -1.130 -1.621
C 1.270 -1.827 0.100
C -0.477 2.904 1.236
C 0.242 -0.719 -0.364
N 1.162 0.410 -0.450
S -0.436 2.519 -0.554
H -1.781 0.016 0.424
H -1.134 -1.530 1.219
H -0.387 0.170 1.524
H 0.044 -1.292 -2.704
H -1.095 -0.244 -1.899
H -1.110 -2.089 -1.384
H 1.118 -2.822 -0.352
H 2.178 -1.428 -0.353
H 1.489 -1.965 1.168
H 0.665 2.938 1.604
H -0.933 2.212 1.969
H -0.802 3.954 1.114
H 1.319 0.492 -1.421
```

Largest force on an atom = 3.986 eV/A
E_HOMO (spin up / spin down) = -0.321 / -0.321 Eh
Energy above the lowest of the compared OMol25 structures with the same formula, charge and spin = 102.2 kcal/mol
HOMO-LUMO gap (spin up / spin down) = 7.23 / 7.23 eV

4.
Below is a structure of composition C10H12CeN4O4 at a distorted geometry, with properties calculated with the ωB97M-V functional and the def2-TZVPD basis.

```
31
Properties=species:S:1:pos:R:3
O -3.575 0.725 -1.704
C -2.947 -0.171 -1.357
Ce -1.783 -1.691 -0.919
O -3.138 -3.953 -3.994
C -2.795 -3.313 -3.088
C -2.869 -1.680 0.917
O -3.475 -1.682 1.923
C -0.791 -3.154 -0.064
O -0.147 -4.009 0.348
C 1.102 -0.853 0.445
N -0.115 -0.118 0.002
C 0.240 0.727 -1.188
N 1.339 1.722 -0.864
C 2.525 0.939 -0.381
N 2.229 0.093 0.821
C 1.708 0.989 1.906
N 0.490 1.773 1.502
C -0.576 0.776 1.103
C 0.845 2.568 0.277
H 1.460 -1.492 -0.357
H 0.872 -1.455 1.314
H -0.628 1.281 -1.525
H 0.587 0.085 -1.995
H 3.313 1.637 -0.124
H 2.869 0.296 -1.185
H 1.463 0.384 2.772
H 2.492 1.690 2.173
H -1.459 1.323 0.786
H -0.829 0.174 1.969
H 1.626 3.272 0.540
H -0.033 3.115 -0.050
```

Spin multiplicity = 2
Largest force on an atom = 12.309 eV/A
E_HOMO (spin up / spin down) = -0.741 / -0.741 Eh
Net charge = +3
HOMO-LUMO gap (spin up / spin down) = 6.27 / 5.31 eV

5.
Below is a cluster of 2 separate species, C3H10N2O in total at a distorted geometry, with properties calculated with the ωB97M-V functional and the def2-TZVPD basis.

```
16
Properties=species:S:1:pos:R:3
C 0.094 -0.232 2.508
C 0.666 0.571 1.431
N 1.629 -0.269 0.791
H -0.514 -1.033 2.016
H -0.678 0.308 2.944
H 0.752 -0.747 3.291
H 0.960 1.594 1.941
H 0.111 1.100 0.591
H 1.211 -1.189 0.460
H 2.298 -0.716 1.552
C -1.074 0.223 -2.270
N -0.927 0.024 -3.624
O -1.381 1.333 -1.826
H -0.962 -0.814 -1.824
H -0.850 0.788 -4.232
H -1.335 -0.941 -3.748
```

Largest force on an atom = 4.489 eV/A
E_HOMO = -0.333 Eh
Energy above the lowest of the compared OMol25 structures with the same formula, charge and spin = 59.8 kcal/mol
HOMO-LUMO gap = 9.90 eV
SMILES = NC=O.CCN

6.
Below is a structure of composition C29H77F2FeO10 at a distorted geometry, with properties calculated with the ωB97M-V functional and the def2-TZVPD basis.

```
119
Properties=species:S:1:pos:R:3
Fe 0.559 0.051 -0.058
C 4.017 -1.546 2.355
C 3.496 -1.156 0.956
O 2.235 -0.566 0.864
H 5.053 -1.861 2.235
H 3.522 -2.263 3.011
H 4.119 -0.621 2.922
H 3.729 -1.948 0.244
H 4.141 -0.344 0.623
F 1.142 -0.069 -1.910
F -0.564 0.569 1.596
C 1.763 2.117 3.810
C 1.468 0.663 4.465
C 1.785 0.725 6.016
O 0.064 0.342 4.301
H 2.131 1.993 2.792
H 2.616 2.445 4.403
H 0.909 2.791 3.872
H 2.084 -0.132 4.043
H 1.217 -0.014 6.581
H 1.593 1.723 6.410
H 2.851 0.585 6.197
H -0.150 0.332 3.365
C 0.827 -1.110 -5.407
C 0.370 -2.368 -4.692
C 1.215 -3.543 -5.183
O 0.350 -2.267 -3.340
H 1.049 -1.269 -6.462
H 1.748 -0.634 -5.073
H 0.026 -0.380 -5.290
H -0.664 -2.633 -4.913
H 2.243 -3.675 -4.846
H 1.286 -3.721 -6.256
H 0.718 -4.441 -4.817
H 0.784 -1.454 -3.072
C 4.141 2.160 -2.440
C 3.943 1.320 -3.723
C 4.152 -0.165 -3.483
O 2.570 1.512 -4.016
H 3.521 1.811 -1.614
H 4.089 3.216 -2.707
H 5.156 2.054 -2.058
H 4.584 1.654 -4.538
H 5.165 -0.504 -3.267
H 3.968 -0.729 -4.397
H 3.512 -0.595 -2.713
H 2.054 1.047 -3.353
C -2.439 2.903 4.004
C -2.422 3.750 2.701
C -1.267 4.713 2.581
O -2.335 2.838 1.581
H -1.989 3.531 4.773
H -1.755 2.061 3.900
H -3.357 2.509 4.441
H -3.377 4.268 2.608
H -1.339 5.322 1.680
H -0.324 4.169 2.539
H -1.224 5.429 3.402
H -1.783 2.127 1.914
C 2.380 4.092 0.479
C 1.164 3.419 -0.204
C 0.908 3.678 -1.699
O 1.385 2.035 -0.062
H 3.169 3.417 0.811
H 2.093 4.758 1.292
H 2.922 4.794 -0.154
H 0.307 3.864 0.303
H 0.467 4.659 -1.874
H 0.252 2.917 -2.123
H 1.846 3.572 -2.245
H 2.244 2.077 0.364
C -5.186 -0.154 1.373
C -6.282 0.683 2.054
C -7.616 -0.039 2.390
O -5.760 1.291 3.215
H -4.199 0.305 1.315
H -5.326 -0.136 0.292
H -5.028 -1.152 1.781
H -6.406 1.567 1.429
H -7.488 -0.911 3.031
H -7.971 -0.384 1.419
H -8.289 0.567 2.996
H -5.654 0.616 3.890
C -2.810 -0.256 -2.122
C -2.026 1.064 -2.072
C -2.963 2.241 -1.862
O -1.195 1.048 -0.943
H -2.134 -1.047 -2.446
H -3.608 -0.334 -2.860
H -3.163 -0.619 -1.156
H -1.333 1.065 -2.913
H -3.543 2.255 -0.939
H -3.768 2.092 -2.581
H -2.526 3.239 -1.814
H -1.650 1.613 -0.313
C 2.389 -3.878 -1.685
C 1.316 -5.037 -1.581
C 1.170 -5.772 -0.265
O 0.140 -4.317 -1.783
H 2.442 -3.413 -2.669
H 3.428 -4.060 -1.413
H 2.121 -3.092 -0.979
H 1.413 -5.801 -2.353
H 0.331 -6.468 -0.270
H 1.062 -5.146 0.621
H 2.093 -6.312 -0.058
H 0.369 -3.646 -2.430
C -2.138 -3.228 0.028
C -1.265 -2.260 0.717
C -0.506 -2.812 1.946
O -0.314 -1.781 -0.170
H -3.134 -3.408 0.433
H -1.658 -4.192 -0.136
H -2.485 -2.938 -0.964
H -1.901 -1.465 1.105
H -0.995 -3.717 2.306
H -0.516 -2.067 2.742
H 0.502 -3.219 1.866
H -0.054 -2.591 -0.616
```

Spin multiplicity = 6
Largest force on an atom = 3.232 eV/A
E_HOMO (spin up / spin down) = -0.343 / -0.331 Eh
Energy above the lowest of the compared OMol25 structures with the same formula, charge and spin = 51.7 kcal/mol
HOMO-LUMO gap (spin up / spin down) = 10.02 / 7.74 eV

7.
Below is a structure of composition C4H7BO2S at a distorted geometry, with properties calculated with the ωB97M-V functional and the def2-TZVPD basis.

```
15
Properties=species:S:1:pos:R:3
B -1.013 0.095 1.631
C 1.117 0.526 -0.424
C -0.583 -1.308 -0.695
C 0.194 -0.317 -0.034
C 1.813 0.546 -1.740
O -1.871 1.015 1.384
O -0.664 -0.707 2.691
S -2.230 -1.207 -0.887
H 1.535 1.364 0.286
H -0.136 -2.396 -0.987
H 1.854 -0.452 -2.329
H 2.777 0.814 -1.578
H 1.256 1.375 -2.456
H -2.719 1.076 1.826
H -1.332 -0.425 3.311
```

Largest force on an atom = 6.579 eV/A
E_HOMO = -0.300 Eh
Energy above the lowest of the compared OMol25 structures with the same formula, charge and spin = 88.1 kcal/mol
HOMO-LUMO gap = 7.80 eV

8.
Below is a cluster of 3 separate species, C4H13NO2 in total at a distorted geometry, with properties calculated with the ωB97M-V functional and the def2-TZVPD basis.

```
20
Properties=species:S:1:pos:R:3
C -1.673 1.207 2.014
C -0.329 0.943 1.205
C -0.689 0.230 -0.105
C -0.257 -1.951 -1.060
N 0.055 -1.008 -0.219
H -1.403 2.000 2.823
H -2.515 1.672 1.370
H -1.965 0.306 2.458
H 0.420 0.384 1.853
H 0.192 1.919 1.080
H -0.357 0.904 -0.965
H -1.806 -0.017 -0.324
H -0.868 -1.682 -1.908
H 0.436 -2.850 -1.145
H 0.757 1.030 -2.584
H -0.596 0.559 -3.169
O -0.038 1.388 -3.086
H 3.453 -2.398 0.383
H 3.295 -1.062 0.432
O 3.888 -1.573 0.947
```

Largest force on an atom = 5.233 eV/A
E_HOMO = -0.363 Eh
Energy above the lowest of the compared OMol25 structures with the same formula, charge and spin = 67.9 kcal/mol
HOMO-LUMO gap = 10.29 eV
SMILES = C=NCCC.O.O

9.
Below is a structure of composition C6H7CdO6 at a distorted geometry, with properties calculated with the ωB97M-V functional and the def2-TZVPD basis.

```
20
Properties=species:S:1:pos:R:3
Cd 1.897 -0.426 1.314
O 0.729 1.172 1.393
O -1.396 1.330 0.950
O -0.748 1.416 3.091
C -0.482 1.256 1.930
C -0.861 1.746 -0.305
C 0.452 1.063 -0.639
H -1.619 1.494 -1.055
H -0.605 2.810 -0.218
H 0.968 1.679 -1.383
O 1.818 -0.168 -0.612
O -0.161 -1.265 -0.109
C -0.723 -2.334 -0.883
C -0.018 -2.180 -2.223
O 0.257 -0.775 -2.259
C 0.499 -0.389 -0.976
H -0.492 -3.275 -0.374
H -1.806 -2.175 -0.963
H -0.648 -2.430 -3.082
H 0.924 -2.746 -2.260
```

Largest force on an atom = 4.282 eV/A
E_HOMO = -0.524 Eh
Net charge = +1
HOMO-LUMO gap = 7.49 eV

10.
Below is a structure of composition C24H26BF6IrN8O7S3 at a distorted geometry, with properties calculated with the ωB97M-V functional and the def2-TZVPD basis.

```
76
Properties=species:S:1:pos:R:3
Ir 1.092 0.262 -0.628
C 0.982 -2.903 0.851
C -0.298 -2.217 0.529
C -1.594 -2.731 0.571
C -2.439 -1.693 0.212
C -3.926 -1.672 0.112
N -1.678 -0.619 -0.025
N -0.382 -0.928 0.182
B -2.009 0.807 -0.426
N -1.220 1.720 0.523
N 0.129 1.768 0.456
C 0.581 2.698 1.292
C 2.031 3.022 1.410
C -0.526 3.268 1.932
C -1.640 2.625 1.426
C -3.079 2.807 1.771
N -1.497 1.053 -1.841
N -0.185 1.296 -2.053
C -0.043 1.688 -3.329
C 1.238 2.134 -3.950
C -1.299 1.688 -3.935
C -2.191 1.268 -2.970
C -3.663 1.070 -3.085
H 0.783 -3.907 1.217
H 1.534 -2.350 1.608
H 1.610 -2.964 -0.035
H -1.869 -3.739 0.828
H -4.339 -2.623 0.438
H -4.242 -1.491 -0.916
H -4.345 -0.877 0.730
H -3.178 1.030 -0.360
H 2.592 2.483 0.650
H 2.424 2.734 2.387
H 2.187 4.092 1.283
H -0.503 4.047 2.675
H -3.178 3.516 2.588
H -3.522 1.857 2.073
H -3.644 3.180 0.915
H 2.007 2.294 -3.203
H 1.062 3.060 -4.496
H 1.600 1.388 -4.660
H -1.516 1.958 -4.955
H -3.980 1.306 -4.098
H -4.209 1.708 -2.389
H -3.930 0.034 -2.871
F 3.324 -2.090 -1.117
C 4.070 -1.892 -2.209
F 5.281 -1.525 -1.838
F 4.138 -3.031 -2.884
S 3.270 -0.572 -3.245
O 2.694 0.343 -2.254
O 4.305 -0.033 -4.054
N 2.207 -1.332 -4.109
S 0.741 -1.643 -3.639
O -0.258 -1.137 -4.520
O 0.531 -1.458 -2.205
C 0.633 -3.480 -3.791
F -0.632 -3.835 -3.584
F 1.390 -4.046 -2.852
F 1.021 -3.909 -4.980
O 3.833 -1.417 5.104
S 3.242 -0.173 4.704
O 3.670 1.029 5.363
N 3.333 0.006 3.082
C 2.164 -0.044 2.509
O 2.021 -0.016 1.252
C 1.007 -0.155 3.472
C -0.356 -0.133 3.226
C -1.228 -0.264 4.301
C -0.752 -0.398 5.601
C 0.617 -0.396 5.849
C 1.465 -0.279 4.769
H -0.727 -0.020 2.219
H -2.297 -0.256 4.120
H -1.448 -0.500 6.422
H 1.008 -0.489 6.854
```

Largest force on an atom = 5.218 eV/A
E_HOMO = -0.330 Eh
Energy above the lowest of the compared OMol25 structures with the same formula, charge and spin = 77.3 kcal/mol
HOMO-LUMO gap = 7.50 eV

For reference, energy by record: -109572.3960 -72211.2653 -17716.8207 -37602.0963 -8298.9122 -91618.1580 -19866.8172 -9941.2534 -23172.8303 -103889.7333 eV.